No. 1
CH4N2S | ωB97M-V/def2-TZVPD

Geometry as ORCA input:
```
! wB97M-V def2-TZVPD RIJCOSX def2/J DEFGRID3
* xyz 0 1
H -2.2323 -0.8714 -2.7123
H -2.3852 -0.6045 -3.5220
H 0.7124 -1.0525 0.3567
S 2.2587 0.6564 0.7922
N -1.6698 -0.8826 1.6671
N -2.3415 -1.0765 0.8247
C 1.2166 -0.2181 -0.1648
H 1.0437 0.0410 -1.1898
*
```

Calculated values
**Frontier orbital gap**: 8.37 eV
**HOMO**: -8.991 eV

From a natural (NBO) analysis of the wavefunction, the atomic charges in e read: -0.005 0.005 0.195 0.054 0.003 0.000 -0.448 0.197

=====

No. 2
C6H4N2 | ωB97M-V/def2-TZVPD

Geometry as ORCA input:
```
! wB97M-V def2-TZVPD RIJCOSX def2/J DEFGRID3
* xyz 0 1
C 1.3868 -0.7314 0.5615
C -1.2367 -0.3246 -1.8503
C 0.1589 -0.4373 1.1460
N 2.4364 -0.8422 0.1968
N 1.0424 2.9408 0.4328
C 0.6762 1.9584 0.8924
C -0.0812 0.8762 1.3675
H -0.9605 1.0713 1.9480
C -0.6911 -1.3809 -1.8766
H -2.0727 0.2625 -1.7742
H -0.0622 -2.1938 -2.3449
H -0.5963 -1.1988 1.3010
*
```

Calculated values
**Frontier orbital gap**: 9.78 eV
**Structure (SMILES)**: N#C/C=C\C#N.C#C
**HOMO**: -10.590 eV

natural (NBO) population analysis, charges in e, atoms 1 to 8: 0.222 -0.230 -0.223 -0.255 -0.240 0.225 -0.239 0.246

=====

No. 3
C22H20BBr4N8O2Sc | ωB97M-V/def2-TZVPD

Geometry as ORCA input:
```
! wB97M-V def2-TZVPD RIJCOSX def2/J DEFGRID3
* xyz 1 2
Br -14.7285 -2.7132 -5.8099
Br -10.7082 -0.1569 -8.2017
C -12.4903 -5.0000 -19.8105
Br -13.3017 0.3657 -5.8914
C -14.4036 -1.7170 -7.3691
N -11.7722 -3.8569 -12.4225
H -10.2535 -2.4866 -16.6555
N -13.9180 -3.9379 -14.8162
H -11.2956 -6.9697 -11.5683
H -16.3517 -2.7732 -11.9618
C -12.4422 -0.8903 -8.3766
C -11.9757 -4.9443 -18.4275
H -10.4911 1.5677 -13.6683
C -11.4807 -5.8740 -13.4578
C -11.4368 -6.0240 -12.0786
H -9.8609 -5.7019 -18.6424
H -16.9127 -4.3876 -11.8342
N -11.6799 -2.4477 -15.0663
C -15.0203 -2.0875 -8.5499
C -11.3372 0.9172 -13.5707
H -10.0026 0.2334 -16.0372
H -11.4774 -6.6380 -14.2425
H -12.2400 1.3908 -13.9879
Sc -13.1924 -2.2034 -12.3336
N -12.6517 -4.4522 -17.4303
C -14.2278 -1.8414 -9.7237
C -11.6284 -4.3288 -10.0032
N -11.6251 -4.5314 -13.7377
C -12.8883 -1.3662 -9.6309
H -11.9381 -4.3695 -20.5402
H -13.5387 -4.6891 -19.9066
C -16.7319 -3.6050 -12.5621
H -9.9012 -5.4695 -15.9131
N -11.9261 -4.6389 -16.2892
C -13.3062 -0.8668 -7.3284
C -10.7817 -1.8595 -15.8811
H -10.9317 -4.9722 -9.4156
C -14.8591 -4.5885 -15.5762
H -14.5337 -5.0232 -16.5136
C -10.6494 -5.4333 -17.9648
N -14.5689 -3.4477 -13.6718
C -11.6933 -4.7749 -11.4291
C -15.8128 -3.9676 -13.6592
O -12.1311 -1.4410 -10.7131
H -11.3370 -3.2368 -9.8917
N -12.0011 -1.5131 -14.0028
H -12.5950 -4.5788 -9.4260
O -14.6853 -2.2455 -10.9104
H -11.4114 0.6713 -12.4633
B -12.3880 -3.9396 -15.0005
C -10.5252 -0.5566 -15.5050
C -10.6535 -5.2449 -16.6387
H -17.7038 -3.3944 -12.9912
C -16.0073 -4.7585 -14.8333
Br -16.7114 -2.9143 -8.5534
H -16.8624 -5.3171 -15.2360
H -12.4357 -6.0999 -20.0977
C -11.2780 -0.3519 -14.3378
*
```

Calculated values
**Frontier orbital gap (alpha / beta)**: 7.48 / 5.42 eV
**HOMO (alpha / beta)**: -11.230 / -11.230 eV

natural (NBO) population analysis, charges in e, atoms 1 to 8: 0.201 0.155 -0.653 0.211 -0.074 -0.454 0.250 -0.387

=====

No. 4
C2H2LaO2P | ωB97M-V/def2-TZVPD

Geometry as ORCA input:
```
! wB97M-V def2-TZVPD RIJCOSX def2/J DEFGRID3
* xyz 2 1
C 0.9324 -0.0380 -0.6993
La -2.3523 1.5976 0.4957
H 1.3220 -2.1511 -1.1022
P 0.5684 -0.4142 1.6452
H -3.4704 3.2772 0.4842
C 1.3123 -1.3229 -0.3932
O 1.4488 -1.6323 0.9219
O 0.2388 0.6836 -1.3522
*
```

Calculated values
**Frontier orbital gap (alpha / beta)**: 5.54 / 5.75 eV
**HOMO (alpha / beta)**: -16.198 / -16.396 eV

From a natural (NBO) analysis of the wavefunction, the atomic charges in e read: 0.439 2.411 0.264 0.477 -0.536 0.090 -0.619 -0.526

=====

The calculation returns the following energy values, one per record and in order: -14915.82592; -9262.35455; -340698.94438; -16324.37421 eV.